ORCA calculation (ωB97M-V with the def2-TZVPD basis set) on a molecular structure, C44H44AsCsF6N13O8PS4.

LUMO level ... 2.97 eV
HOMO energy ... -0.9 eV
Frontier orbital gap ... 3.87 eV
Electronic energy ... -7806.11514 a.u.

The geometry in ORCA input format:
```
! wB97M-V def2-TZVPD RIJCOSX def2/J DEFGRID3
* xyz -2 1
Cs 0.95851 0.38766 1.59138
C -2.05650 -5.82253 -1.33616
N -1.11976 -4.88580 -0.75166
C -0.53367 -4.99544 0.48640
C 0.28178 -3.90602 0.61669
N 0.20853 -3.13634 -0.51392
C -0.64122 -3.73109 -1.31917
P -1.17329 -3.07563 -2.94706
C 0.35990 -2.19775 -3.39731
N 0.67425 -0.93132 -3.29033
C 1.94143 -0.80983 -3.79110
C 2.39798 -2.02326 -4.22074
N 1.38540 -2.91380 -3.97504
C 1.42143 -4.33538 -4.24522
C -2.28787 -1.74173 -2.38257
N -1.98026 -0.50842 -2.06783
C -3.15096 0.10719 -1.73066
C -4.19497 -0.76816 -1.84535
N -3.64930 -1.95310 -2.26915
C -4.38532 -3.18015 -2.48810
H -1.94970 -6.78818 -0.84762
H -3.08805 -5.48384 -1.21999
H -1.85054 -5.93855 -2.39859
H -0.74527 -5.82235 1.14723
H 0.90344 -3.61225 1.44968
H 2.45041 0.14291 -3.78996
H 3.32695 -2.33693 -4.66839
H 2.19760 -4.53915 -4.97896
H 1.63489 -4.90435 -3.33691
H 0.46274 -4.66444 -4.64485
H -3.16131 1.13886 -1.40890
H -5.25119 -0.67425 -1.64373
H -5.25062 -2.99378 -3.12358
H -3.73887 -3.89779 -2.98686
H -4.73038 -3.60089 -1.54161
F 1.15141 2.96684 5.29066
C 0.43264 1.87513 5.41414
F 0.07239 1.77277 6.72184
F -0.68365 1.94152 4.71131
S 1.44688 0.35211 5.07849
O 2.06851 0.35549 3.78254
O 2.30685 0.35789 6.22747
N 0.27041 -0.72725 5.21706
S 0.09767 -1.88165 4.18028
O 0.47066 -1.60326 2.81520
O -1.11651 -2.61970 4.39750
C 1.41101 -3.09703 4.71832
F 0.94671 -3.94304 5.64882
F 1.82474 -3.83930 3.67452
F 2.47560 -2.47688 5.22477
O 0.95071 4.57980 1.20957
C 1.31121 3.49560 1.74044
O 0.83347 2.73231 2.63192
C 2.69392 2.91540 1.11737
O 3.71994 3.54437 1.46838
O 2.46716 1.91980 0.35694
S -8.69626 0.51996 1.97975
N -7.61220 1.72182 2.08095
C -6.42953 1.17729 1.90467
C -5.15760 1.88159 1.89599
C -5.03266 3.26298 2.08743
C -3.78206 3.83546 2.03798
C -2.67624 3.01115 1.78361
N -2.80136 1.70737 1.60046
C -3.99763 1.14142 1.67177
C -4.04142 -0.33100 1.49624
N -2.87495 -0.96603 1.34916
C -2.87414 -2.27531 1.19148
C -4.04542 -3.04039 1.15145
C -5.25059 -2.39638 1.30548
C -5.26169 -1.01151 1.49184
C -6.48187 -0.24308 1.69080
N -7.70046 -0.73163 1.70611
H -5.92501 3.84853 2.27417
H -3.64253 4.89771 2.18900
H -1.66362 3.41905 1.73084
H -1.89627 -2.74311 1.09775
H -3.99587 -4.11427 1.02212
H -6.19448 -2.92929 1.29656
C 5.37934 -2.60849 3.33288
C 4.95071 -2.99918 1.91650
As 3.57450 -1.78790 1.13853
C 4.77684 -0.39102 0.45168
C 5.24081 0.57682 1.54676
C 3.42928 -2.85719 -0.53225
C 4.66457 -2.97011 -1.41765
H 6.10823 -3.31902 3.73618
H 4.52360 -2.58145 4.00624
H 5.83115 -1.61624 3.34726
H 4.50336 -3.99706 1.93077
H 5.82148 -3.03180 1.25906
H 4.18288 0.16614 -0.27734
H 5.63133 -0.83748 -0.06004
H 4.44558 0.78425 2.26314
H 5.52791 1.53673 1.12028
H 6.09740 0.17091 2.09394
H 2.59718 -2.42954 -1.09101
H 3.10544 -3.85242 -0.21627
H 4.94559 -1.99961 -1.82831
H 4.46892 -3.64073 -2.26277
H 5.52132 -3.37541 -0.87299
S 1.17309 7.37941 -1.65218
C 0.75339 5.63695 -1.55593
C -0.53541 5.25836 -1.22930
C -0.83832 3.90614 -1.27244
N 0.03095 2.97145 -1.63584
C 1.27636 3.34883 -1.91216
C 1.69144 4.67214 -1.87830
C 0.90414 7.57974 -3.40833
C -0.33832 7.95005 -3.90218
C -0.51048 8.04908 -5.27547
N 0.45352 7.81415 -6.16484
C 1.64219 7.45952 -5.67662
C 1.91797 7.33340 -4.32250
H -1.27286 5.99199 -0.92901
H -1.83608 3.55970 -1.01001
H 1.97116 2.55808 -2.16766
H 2.71999 4.93845 -2.08233
H -1.15577 8.14978 -3.22120
H -1.47507 8.32803 -5.68930
H 2.41446 7.26362 -6.41422
H 2.90222 7.04352 -3.97811
*
```

Löwdin population analysis, charges in e, atoms 1 to 5: number 1, Cs, carries 1.509; number 2, C, carries -0.049; number 3, N, carries -0.134; number 4, C, carries -0.068; number 5, C, carries -0.142